Entry 1:
Here is C23H41N2O2P2W as an isolated structure at a distorted geometry from the Open Molecules 2025 dataset. Energies are from wB97M-V/def2-TZVPD.

The geometry in XYZ format:
```
71
Properties=species:S:1:pos:R:3:forces:R:3:lowdin_charge:R:1
W -0.47299 -0.53994 0.42336 -2.6886 -1.8263 1.9007 1.207
P 1.82075 -0.40029 0.22518 4.2921 -0.7076 -0.5650 0.784
C 2.08671 -0.98339 -1.47900 -0.4554 1.5744 -1.1262 -0.132
C 0.94578 -1.33648 -2.20986 -0.5135 -1.2082 0.1790 -0.304
N -0.30914 -1.18916 -1.57980 0.5846 0.9877 -0.7135 -0.099
C -1.44209 -1.32809 -2.32595 0.4154 -0.9902 0.8422 -0.302
C -1.42472 -2.15767 -3.43600 -0.1972 0.1830 -0.1825 0.054
C -0.19175 -2.50094 -4.00802 -0.5052 -0.0913 -0.2489 0.038
C 0.97564 -1.99175 -3.47340 0.6746 0.2301 0.2975 0.056
C -2.65274 -0.67580 -1.74245 -0.6206 -0.3469 -0.0367 -0.243
P -2.09120 0.81005 -0.77836 -3.4685 -0.3273 -2.0326 0.828
H 1.94752 -2.13675 -3.96269 -0.5032 0.0353 0.1917 0.153
H -2.38630 -2.51268 -3.81519 0.4217 0.2503 -0.2623 0.153
H -0.18388 -3.12332 -4.90540 0.1315 0.1942 0.2632 0.151
H -3.36422 -0.39317 -2.53293 0.2355 0.0194 0.1791 0.126
H -3.21354 -1.36919 -1.09733 0.1422 0.1183 -0.0107 0.102
H 2.12548 1.36163 -2.92011 -0.2766 -0.4675 -0.2408 -0.019
H 3.00709 -0.83756 -2.05980 -0.0589 -0.4351 0.5910 0.128
H 1.07759 2.93603 -1.08587 0.5289 1.5140 0.2512 0.006
O 2.03311 2.13261 -3.48922 0.8953 0.1498 1.1623 -0.043
H 2.84456 2.60129 -3.18859 -0.6678 0.2527 -0.7906 0.079
H -0.21585 0.84791 -0.32959 1.6651 2.1175 -0.1824 -0.069
O 0.98661 3.82919 -0.64085 -3.5676 -2.4198 -0.5413 -0.097
H -0.05955 3.78350 -0.59725 3.0388 0.9383 0.0646 0.092
C -1.92387 1.96654 -2.20418 1.1883 0.4200 0.3602 -0.172
H -2.65911 1.75714 -3.00410 0.2305 -0.0906 0.6683 0.091
H -2.04904 3.00518 -1.86520 -0.0545 -0.2739 -0.0702 0.071
H -0.91097 1.89517 -2.62014 -0.1519 0.0327 -0.1586 0.052
C -3.62805 1.42023 0.00209 0.0545 -0.1036 0.7492 -0.190
H -3.37271 2.29176 0.62012 -0.1670 -0.1168 -0.0870 0.067
H -4.40668 1.72473 -0.71944 0.5932 -0.1670 -0.0025 0.091
H -4.05265 0.64923 0.66177 0.1766 0.2057 -0.1162 0.064
C 2.61997 -1.90903 0.90341 -0.2786 -0.4781 0.4775 -0.206
H 3.71313 -1.83056 0.83085 -0.2873 0.1370 0.0524 0.081
H 2.32446 -2.09896 1.93786 0.2049 0.0392 0.0057 0.049
H 2.31565 -2.76585 0.28780 0.0020 0.1089 0.2547 0.063
C 3.00895 0.92412 0.71116 -0.4763 0.3850 -0.1512 -0.174
H 2.80070 1.17915 1.76282 0.0491 -0.1457 -0.2961 0.060
H 4.06454 0.59288 0.63550 -0.7191 -0.0067 -0.1508 0.087
H 2.83763 1.83933 0.11778 0.1430 -0.3514 0.2394 0.050
C -0.69077 0.70882 6.68528 0.1237 -0.2147 0.0054 0.003
C -0.52450 0.75557 5.19632 -0.3373 0.0581 0.1594 -0.186
C 0.14104 1.82586 4.57905 0.2732 0.0439 -0.2411 0.037
C 0.17998 2.00351 3.19678 0.0439 0.2203 0.2904 -0.215
C 0.85657 3.21824 2.64181 -0.2160 0.3048 -0.2343 -0.027
C -0.52179 1.06217 2.36030 -0.4958 -0.4004 -0.2124 -0.102
C -0.97890 -0.12576 3.02063 -0.7617 -0.6462 0.4580 -0.283
C -1.04167 -0.25871 4.39131 0.2009 -0.2554 0.1287 0.029
N -1.24415 -1.17559 2.13486 1.0704 2.6721 -2.4220 -0.115
C -1.63532 -2.53763 2.36585 -0.0893 0.2488 0.2875 -0.657
C -0.60496 -3.20697 3.25699 -0.1388 -0.2797 0.1505 0.007
C -3.01169 -2.44695 2.99370 -0.1511 -0.3266 -0.0576 0.010
C -1.69537 -3.24822 1.01771 -0.1832 0.0661 0.0957 -0.032
H 0.25648 0.93858 7.18441 -0.1614 0.0324 -0.0446 0.108
H -1.43038 1.44789 7.01805 0.1492 -0.0219 -0.1366 0.117
H -1.03342 -0.27412 7.02138 0.0719 0.1783 -0.0700 0.096
H 0.60285 2.56080 5.24782 -0.0945 -0.1113 -0.4837 0.152
H 0.18230 4.08939 2.68103 0.1360 -0.2193 0.0345 0.116
H 1.74292 3.49656 3.24043 -0.3601 -0.2353 -0.3685 0.115
H 1.10304 3.07098 1.58391 0.1738 0.2080 0.3095 0.040
H -1.15533 1.40911 1.49113 0.6499 0.1612 1.2079 0.069
H -1.48856 -1.15390 4.82863 0.3753 0.5446 0.0010 0.115
H -1.00460 -4.20028 3.46757 0.3983 -0.0569 0.2550 0.115
H 0.36643 -3.28935 2.75048 -0.2393 -0.0784 0.1084 0.088
H -0.47333 -2.64250 4.18290 0.0811 -0.4696 -0.1491 0.083
H -3.70858 -1.96523 2.29198 0.0566 -0.2773 0.2567 0.102
H -3.30762 -3.47230 3.20357 -0.5008 0.1018 0.2232 0.114
H -2.96836 -1.84620 3.90646 -0.3214 -0.4091 -0.1852 0.085
H -2.45133 -2.82534 0.34561 -0.0590 -0.0121 0.1366 0.075
H -0.72932 -3.29216 0.48951 0.1581 -0.0884 0.1246 0.082
H -1.99616 -4.27447 1.23884 0.1374 -0.0773 -0.3919 0.125
```
Forces are in eV/Å.

## Properties
- ⟨S²⟩: 2.0501
- Net charge: +3
- Multiplicity: 3
- Kohn-Sham gap (spin up / spin down): 6.395 / 5.728 eV
- Highest occupied orbital energy (spin up / spin down): -17.22 / -17.24 eV

Entry 2:
Here is C39H39Cl3GeN3Ni as an isolated structure at a distorted geometry from the Open Molecules 2025 dataset. Energies are from wB97M-V/def2-TZVPD.

The geometry in XYZ format:
```
86
Properties=species:S:1:pos:R:3:forces:R:3:lowdin_charge:R:1
Ni -0.33768 -0.34616 0.18356 0.1400 -0.5324 0.8968 0.454
C -1.91611 -4.14707 -0.02059 -0.0414 0.0367 0.0665 -0.037
C -1.78612 -3.58148 -1.40842 0.1182 -0.0940 -0.1321 -0.208
C -1.63327 -4.44988 -2.48773 0.0172 0.0918 -0.0378 -0.020
C -1.51112 -3.97045 -3.78121 -0.0024 0.0376 0.0709 -0.039
C -1.53574 -2.60390 -4.02413 0.0124 -0.0461 0.0313 -0.025
C -1.67911 -1.70072 -2.98013 -0.0837 -0.1498 -0.1438 -0.229
C -1.78931 -0.22856 -3.25255 -0.0054 0.1470 0.0569 -0.031
C -1.80209 -2.21731 -1.68935 -0.1281 0.0810 0.1153 -0.202
N -1.91225 -1.25551 -0.63241 0.1409 0.0666 -0.1523 0.068
C -2.99623 -1.02702 -0.00524 0.0171 0.2396 0.0578 -0.210
C -4.30473 -1.68166 -0.26679 0.0133 -0.0874 -0.0368 0.029
C -2.91017 0.08284 1.03383 0.0719 -0.1271 -0.0955 -0.201
C -4.12606 0.41215 1.82308 0.0300 0.0489 0.0520 0.021
N -1.76738 0.64915 1.14574 -0.0813 0.3463 -0.3299 0.086
C -1.58578 1.83384 1.93311 -0.0321 -0.2400 0.0715 -0.207
C -2.20364 3.02241 1.53678 0.0825 0.0933 0.0436 -0.229
C -3.06266 3.12643 0.30617 -0.0817 -0.0368 -0.0132 -0.029
C -1.97443 4.14949 2.32026 0.0414 -0.0291 0.0413 -0.018
C -1.18004 4.08451 3.45508 -0.0183 -0.0534 -0.0387 -0.038
C -0.56943 2.89148 3.80938 -0.0255 0.0388 -0.0374 -0.037
C -0.74518 1.74755 3.04196 -0.0576 0.1375 0.1126 -0.221
C -0.06971 0.46392 3.42202 0.0880 -0.1236 -0.0427 -0.021
H -1.15065 -4.90315 0.15246 0.0183 -0.0301 0.0018 0.083
H -2.88082 -4.64029 0.11054 -0.0248 -0.0015 -0.0064 0.098
H -1.82310 -3.39388 0.76176 0.0118 0.0116 -0.0071 0.050
H -1.61455 -5.51557 -2.30223 0.0032 -0.0426 -0.0032 0.126
H -1.40135 -4.66201 -4.60410 0.0057 -0.0260 -0.0247 0.118
H -1.45606 -2.23030 -5.03644 0.0098 0.0026 -0.0358 0.125
H -1.35027 0.01988 -4.21552 0.0028 0.0101 -0.0400 0.093
H -1.29064 0.38216 -2.49025 -0.0391 -0.0854 -0.0597 0.031
H -2.83508 0.08703 -3.27166 -0.0263 0.0092 0.0136 0.099
H -4.24777 -2.33513 -1.13384 -0.0079 0.0047 0.0168 0.102
H -5.07331 -0.92643 -0.43249 -0.0222 -0.0017 -0.0117 0.105
H -4.61553 -2.26943 0.59919 -0.0050 -0.0166 0.0235 0.113
H -4.47378 -0.48771 2.33446 -0.0148 -0.0149 0.0037 0.112
H -4.93671 0.73385 1.16862 -0.0168 0.0189 -0.0124 0.104
H -3.92798 1.18868 2.55615 -0.0103 -0.0047 0.0110 0.102
H -2.70911 2.48508 -0.50294 -0.0273 -0.0198 0.0117 0.070
H -3.06743 4.15088 -0.06059 -0.0054 0.0162 -0.0090 0.097
H -4.10082 2.86155 0.51355 -0.0213 0.0046 0.0147 0.085
H -2.43628 5.08597 2.03744 -0.0076 0.0376 -0.0088 0.126
H -1.03486 4.96699 4.06144 0.0112 0.0381 0.0175 0.119
H 0.05853 2.84382 4.68918 0.0149 0.0018 0.0301 0.124
H 0.66328 0.63962 4.20657 -0.0091 -0.0054 0.0386 0.093
H 0.47781 0.02313 2.57781 -0.0145 0.0567 0.0393 0.042
H -0.77755 -0.28372 3.78655 -0.0254 -0.0157 -0.0206 0.094
C -0.01367 3.07108 -1.28113 -0.3701 -0.2618 -0.0870 -0.173
Ge 0.89603 1.38211 -0.97745 0.7203 0.9796 -0.7986 1.031
C 1.83749 0.80940 -2.56469 -0.3380 -0.4125 -0.2081 -0.326
C 2.84649 1.67418 -2.98487 -0.0324 0.0906 0.1330 -0.098
C 3.54677 1.40581 -4.14971 0.0881 -0.0174 -0.0782 -0.054
C 3.25282 0.27484 -4.89741 -0.0048 -0.0017 0.0119 -0.051
C 2.25971 -0.59761 -4.47566 0.0676 0.0139 -0.0286 -0.057
C 1.55420 -0.32997 -3.31354 -0.0081 -0.0423 0.1046 -0.119
C 2.04003 1.51822 0.54194 -0.1665 -0.5956 0.8041 -0.245
C 1.81043 2.61078 1.36428 -0.2456 0.1336 -0.0194 -0.091
C 2.58058 2.85734 2.50704 0.0142 0.0870 -0.0311 -0.046
C 3.55890 1.97323 2.86178 0.0347 -0.0405 0.0029 0.020
C 3.83132 0.82548 2.08169 0.0426 -0.0388 -0.0235 -0.154
C 4.88333 -0.05360 2.44017 -0.0990 0.0573 -0.0323 -0.022
C 5.17825 -1.13203 1.66164 0.0157 -0.1065 -0.0530 -0.069
C 4.43443 -1.37293 0.48852 0.0935 -0.0952 0.0287 -0.055
C 3.41347 -0.54309 0.12102 -0.0570 0.0813 0.0119 -0.065
C 3.06843 0.57884 0.91100 0.1792 -0.0211 -0.2316 -0.176
H 0.77279 3.77741 -1.55083 0.0519 0.0134 0.0066 0.054
H -0.55906 3.43801 -0.41782 0.0781 0.0528 0.0380 0.001
H -0.69758 2.98599 -2.12403 0.0222 0.0083 -0.0341 0.040
H 3.10286 2.55478 -2.40578 -0.0029 0.0427 -0.0119 0.110
H 4.32607 2.08188 -4.47358 0.0138 0.0119 0.0036 0.117
H 3.80381 0.07035 -5.80478 0.0057 0.0043 -0.0206 0.117
H 2.03541 -1.48415 -5.05340 -0.0038 -0.0269 0.0056 0.113
H 0.79432 -1.02952 -2.98928 -0.0402 -0.0155 -0.0024 0.081
H 1.02863 3.31490 1.10748 -0.0395 0.0206 0.0984 0.097
H 2.40008 3.73728 3.10746 -0.0433 0.0544 -0.0369 0.120
H 4.15423 2.15407 3.74777 0.0293 -0.0287 0.0325 0.131
H 5.46261 0.15613 3.32900 0.0113 0.0411 0.0468 0.124
H 5.99248 -1.79019 1.93208 0.0055 -0.0265 -0.0244 0.118
H 4.68728 -2.21364 -0.14435 0.0411 -0.0135 0.0021 0.118
H 2.89563 -0.73143 -0.81104 -0.0557 -0.0042 0.0433 0.087
Cl 2.65352 -3.01680 3.56055 0.0138 -0.0273 -0.0009 0.690
C 1.49158 -3.79598 2.49251 -0.0369 0.1155 -0.1313 -1.615
Cl 2.19664 -5.15649 1.62705 -0.0074 0.0370 0.0594 0.688
Cl 0.03298 -4.26768 3.36975 0.0187 -0.0331 0.0111 0.671
C 1.08273 -2.79312 1.49025 0.0543 -0.0422 -0.1721 -0.306
N 0.76624 -2.01893 0.70827 -0.0656 0.2132 0.0425 0.228
```
Forces are in eV/Å.

## Properties
- ⟨S²⟩: 1.0017
- Net charge: +2
- Multiplicity: 2
- Kohn-Sham gap (spin up / spin down): 5.767 / 6.281 eV
- Highest occupied orbital energy (spin up / spin down): -13.53 / -13.49 eV

Entry 3:
Here is C19H28AsBeF5OS6Si2 as an isolated structure at a distorted geometry from the Open Molecules 2025 dataset. Energies are from wB97M-V/def2-TZVPD.

The geometry in XYZ format:
```
63
Properties=species:S:1:pos:R:3:forces:R:3:lowdin_charge:R:1
Be 0.08175 -0.25066 0.84990 0.6464 0.3699 0.7941 -0.237
S 5.22834 5.16901 0.13629 0.3280 0.2137 -0.0388 0.360
C 3.89070 4.19003 0.25186 -0.4075 -0.2314 -0.0242 -1.559
S 2.41640 4.67087 1.00145 0.1518 -0.3851 -0.1822 0.851
C 1.48620 3.19106 0.75245 0.2685 -0.0145 -0.0326 -1.138
C 2.14998 2.20504 0.09868 0.1339 0.3907 0.1109 -1.104
S 1.59124 0.63379 -0.38913 -0.0178 -0.4683 -0.1119 0.618
S 3.80225 2.59033 -0.37125 -0.2009 0.2466 0.2257 0.861
S -0.10340 3.14680 1.40234 0.1650 0.3424 0.3481 0.542
F 1.06903 0.72167 3.39835 0.2185 0.0401 -0.2639 0.002
C 0.15293 -0.10167 2.78357 -0.2615 -0.2529 -0.3628 -0.361
F -1.09904 0.40527 3.20351 -0.1040 0.0874 0.0488 -0.069
C 0.23480 -1.38818 3.60919 -0.0461 -0.3697 0.2751 -0.610
F 1.34199 -2.10078 3.32809 -0.0955 0.1068 -0.0138 0.093
F 0.26524 -1.18127 4.95762 0.0139 0.0954 -0.1662 0.096
F -0.83769 -2.18101 3.40156 0.1844 0.0570 -0.0648 0.079
C -2.37536 5.32913 -3.90468 0.0310 -0.0094 0.0836 -0.067
C -2.36284 4.35995 -2.75097 -0.0092 0.0268 -0.0429 -0.284
C -1.81082 3.09278 -2.90094 -0.0715 0.0803 0.0316 -0.030
C -1.74890 2.20612 -1.83551 0.0137 -0.2226 0.0524 -0.050
C -2.24604 2.59217 -0.60657 0.0546 0.2476 0.0551 -0.448
C -2.81235 3.84846 -0.43806 -0.0463 -0.1440 0.0752 -0.115
C -2.87028 4.72490 -1.50516 -0.0432 -0.0715 -0.0649 -0.051
S -2.16265 1.51326 0.82674 -1.2193 0.1499 -0.7581 0.866
C -3.83926 0.81256 0.45756 0.3396 0.0137 0.3688 -0.209
O -1.35204 0.31708 0.37784 -0.2763 -0.3619 -0.1915 -0.594
H -2.52587 4.80736 -4.85061 -0.0005 0.0305 -0.0198 0.069
H -1.42525 5.86545 -3.96590 -0.0025 -0.0016 -0.0279 0.080
H -3.16559 6.07182 -3.78631 -0.0135 -0.0043 -0.0251 0.066
H -1.41328 2.80097 -3.86660 0.0284 -0.0446 0.0206 0.112
H -1.29830 1.22704 -1.94399 0.0987 0.1212 0.0546 0.083
H -3.17228 4.14057 0.54136 0.0271 0.0748 -0.0014 0.109
H -3.30115 5.71030 -1.36608 0.0125 0.0110 -0.0121 0.105
H -3.83240 0.32475 -0.51557 0.0736 0.0262 -0.0092 0.051
H -4.56076 1.62901 0.48059 -0.0025 0.0130 0.0178 0.043
H -4.05659 0.08958 1.24319 -0.0198 -0.0213 -0.0120 0.043
C -3.18895 -2.81650 -0.34497 0.2811 0.2016 0.1017 -0.248
Si -1.52554 -2.87138 -1.29168 -0.8042 -0.3548 -0.4351 0.196
C -1.73514 -1.73276 -2.81746 0.3287 0.1311 0.3614 -0.215
C -1.48945 -4.63071 -2.05428 0.2772 0.2161 0.1767 -0.254
As 0.11121 -2.53232 0.28423 0.0537 -0.0345 -0.3341 0.812
Si 2.01746 -2.96801 -0.95548 0.9321 -0.3901 -0.1917 0.175
C 3.47730 -2.61687 0.20913 -0.2682 0.1570 0.0033 -0.251
C 2.16822 -4.83865 -1.35424 -0.2901 0.1719 0.1042 -0.253
C 2.40293 -2.11859 -2.61891 -0.3641 0.1440 0.2402 -0.237
H -4.04627 -2.53909 -0.96416 0.0332 -0.0303 -0.1046 0.013
H -3.10424 -2.08435 0.46234 -0.0611 -0.0185 0.0010 -0.008
H -3.39513 -3.78551 0.11559 0.0407 -0.0226 0.0039 0.013
H -2.74474 -1.74957 -3.23671 -0.0456 -0.1292 0.0757 0.015
H -1.03316 -2.01401 -3.60652 0.0379 0.0018 0.0122 0.010
H -1.50489 -0.70316 -2.53193 -0.0263 -0.0672 -0.0645 -0.010
H -2.41416 -4.88761 -2.57838 -0.0575 0.1153 -0.0062 0.011
H -1.31892 -5.37132 -1.26931 -0.0116 -0.0106 -0.0024 0.014
H -0.66120 -4.71059 -2.76295 -0.0286 -0.0462 -0.0422 -0.004
H 3.33805 -3.16246 1.14584 -0.0006 -0.0142 0.0102 0.013
H 3.48529 -1.55076 0.44696 0.0112 0.0002 0.0294 -0.006
H 4.45455 -2.88014 -0.20420 -0.0522 -0.0751 -0.1363 0.015
H 1.93021 -5.42323 -0.46226 0.0033 -0.0245 -0.0026 0.010
H 3.17181 -5.11575 -1.68876 0.0632 0.1286 -0.0039 0.010
H 1.46298 -5.12941 -2.13640 -0.0043 -0.0404 0.0041 -0.011
H 2.31720 -1.03786 -2.49255 -0.0047 -0.0010 -0.0569 -0.032
H 1.69921 -2.42758 -3.39751 -0.0268 -0.0142 0.0070 0.005
H 3.41489 -2.33757 -2.97062 0.0316 -0.1359 0.1134 0.015
```
Forces are in eV/Å.

## Properties
- Net charge: -2
- Kohn-Sham gap: 5.131 eV
- Highest occupied orbital energy: -1.05 eV

Energy relative to the best compared isomer or geometry (same formula, charge and spin) (computed, kcal/mol): 73.43 12.32 1.19